# 1
Below is a molecular structure, C25H28F5LaO3, with properties calculated with ωB97M-V/def2-TZVPD.

Output
- M (g/mol) = 610.39
- orbital gap (eV) = 8.23
- E_tot (Eh) = -1725.97749
- HOMO energy (eV) = -7.98
- LUMO energy (eV) = 0.2

XYZ file:
```
62
Properties=species:S:1:pos:R:3:forces:R:3:lowdin_charge:R:1
O -0.0224 3.7342 0.3441 -0.2 1.9 -1.2 -0.107
C -0.0079 4.4144 -0.9684 0.1 0.1 -1.1 -0.149
C -0.0352 5.8398 -0.4001 0.2 -0.7 -0.6 -0.077
H -0.8693 4.1673 -1.6131 0.4 -0.3 0.3 0.139
H 0.9484 4.2756 -1.4935 -0.7 -0.2 0.3 0.097
C -0.1325 5.0729 0.9015 0.0 1.2 1.6 -0.616
H -0.9461 6.4177 -0.6287 0.7 0.0 0.0 0.118
H 0.9173 6.3559 -0.6033 -0.6 0.1 0.2 0.123
C -1.5047 5.3412 1.4650 -0.2 0.1 0.4 -0.022
H -2.2454 5.2654 0.6560 0.0 -0.3 0.4 0.094
H -1.5541 6.3810 1.8424 0.1 -0.5 -0.1 0.103
H -1.7144 4.6556 2.2865 -0.3 0.0 0.0 0.089
C 0.9783 5.3094 1.8904 0.1 0.2 0.4 -0.016
H 1.9677 5.1418 1.4566 -0.2 -0.1 -0.1 0.090
H 0.8373 4.6190 2.7202 0.2 0.0 0.2 0.086
H 0.9602 6.3376 2.2816 -0.1 -0.3 -0.1 0.096
La 0.0543 -1.4034 0.9083 0.3 -0.1 -1.9 2.021
C 2.2824 -2.7844 1.6585 0.6 -0.3 0.3 -0.230
C 2.3638 -2.9957 0.2597 0.8 0.2 0.1 -0.191
C 2.5928 -1.7441 -0.3650 0.3 -0.1 0.2 -0.202
H 2.4336 -3.9776 -0.2313 -0.5 0.7 0.3 0.120
C 2.6532 -0.7422 0.6522 0.6 -0.5 0.5 -0.271
C 2.5026 -1.4009 1.9222 0.6 0.1 -0.8 -0.267
H 2.6523 -0.9609 2.8985 -0.2 0.1 -0.1 0.100
H 2.2084 -3.5915 2.4113 -0.1 0.7 -0.5 0.119
H 2.8352 -1.6078 -1.4295 -0.4 0.0 0.6 0.110
H 2.8459 0.3206 0.4928 0.0 -0.3 0.1 0.096
C -1.5157 -2.5738 2.8008 -0.3 1.2 0.3 -0.204
C -0.5895 -1.6843 3.4502 -1.1 0.1 -0.2 -0.246
C -0.9304 -0.3398 3.0930 -0.8 -0.7 0.1 -0.262
H 0.2433 -1.9971 4.0606 0.0 0.1 0.1 0.098
C -2.0672 -0.3938 2.2171 0.0 -0.4 0.4 -0.242
C -2.4333 -1.7698 2.0489 0.3 0.0 0.5 -0.206
H -3.2755 -2.1615 1.4583 0.6 0.3 0.3 0.113
H -1.5386 -3.6585 2.8812 0.1 0.3 0.0 0.102
H -0.3682 0.5508 3.3517 -0.1 -0.1 0.1 0.099
H -2.5416 0.4608 1.7188 0.2 -0.4 0.4 0.105
O -1.0205 1.2967 -1.9692 2.3 -0.5 0.5 -0.145
C 0.2077 1.3801 -1.1815 0.3 -0.4 -0.1 -0.203
C 1.3444 1.8410 -2.1373 0.2 1.0 0.2 -0.157
H 0.7212 0.4289 -0.7683 -1.5 0.4 -0.8 0.050
H 0.0198 2.0217 -0.3060 0.1 -0.4 -0.7 0.094
C 0.7960 1.6906 -3.5631 -1.6 0.0 -0.6 -0.138
H 2.2443 1.2702 -1.8820 -0.1 0.1 -0.5 0.106
H 1.5738 2.9135 -2.0005 0.2 -1.1 0.1 0.073
C -0.5869 0.9867 -3.3169 -0.2 -0.4 0.3 -0.174
H 1.3626 1.0644 -4.2671 0.1 0.2 0.5 0.108
H 0.6209 2.6666 -4.0781 0.3 -0.6 0.6 0.114
H -0.3826 -0.1072 -3.3901 -0.5 0.5 0.0 0.122
H -1.4736 1.2770 -3.9211 1.0 -0.2 -0.1 0.129
F -1.6338 -8.2211 -1.8638 0.1 0.4 -0.1 0.100
C -1.3403 -6.9512 -1.5265 0.1 0.3 -0.2 -0.138
C -1.7805 -5.8787 -2.3225 -0.3 -0.6 -0.1 -0.125
F -2.5266 -6.1540 -3.4218 0.5 0.2 0.6 0.094
C -1.5090 -4.5665 -1.9583 0.3 -0.1 0.0 -0.124
F -2.0585 -3.5313 -2.6441 0.6 -0.7 0.3 0.088
C -0.7051 -4.3010 -0.8260 -0.7 0.7 0.1 -0.263
O -0.3946 -3.0699 -0.4765 -1.0 -1.2 -0.7 -0.329
C -0.4218 -5.3873 0.0188 0.0 0.1 0.2 -0.138
F -0.0922 -5.1099 1.3029 0.6 -0.1 -0.4 0.076
C -0.6376 -6.7014 -0.3471 -0.7 -0.2 -0.5 -0.143
F -0.3120 -7.7317 0.4505 -0.1 0.4 -0.1 0.112
```
Forces are in eV/Å.

***

# 2
Below is a molecular structure, C25H28F5O2Sm, with properties calculated with ωB97M-V/def2-TZVPD.

Output
- M (g/mol) = 605.85
- orbital gap (alpha / beta) (eV) = 5.88 / 6.65
- E_tot (Eh) = -2276.90352
- HOMO energy (alpha / beta) (eV) = -6.75 / -6.78
- spin multiplicity = 6
- LUMO energy (alpha / beta) (eV) = -0.9 / -0.1

XYZ file:
```
61
Properties=species:S:1:pos:R:3:forces:R:3:lowdin_charge:R:1
O -2.1788 1.0328 -1.2440 -1.5 -0.6 -1.5 -0.117
C -2.7483 -0.2692 -1.0133 1.0 -2.6 1.0 -0.228
C -3.6099 -0.3989 -2.2236 -0.5 0.1 -0.2 -0.092
H -3.1868 -0.3329 -0.0088 -0.2 0.0 -0.3 0.138
H -2.1151 -1.1438 -1.2038 0.7 1.2 1.4 0.063
C -3.1048 1.0468 -2.4688 -0.4 0.8 -0.4 -0.479
H -4.6038 -0.7439 -1.9115 -0.4 1.2 -0.7 0.121
H -3.2773 -1.1261 -2.9964 0.2 0.5 0.6 0.115
C -4.2260 2.0924 -2.3938 0.5 0.3 -0.1 -0.012
H -5.0986 1.8261 -1.7938 0.3 -0.3 0.0 0.085
H -4.5560 2.2675 -3.4280 -0.1 0.0 0.4 0.085
H -3.8500 3.0332 -1.9881 0.1 0.1 -0.1 0.085
C -2.2287 1.2260 -3.7133 -0.5 0.3 0.1 -0.010
H -1.7707 0.2725 -4.0130 0.1 0.4 0.2 0.074
H -1.4609 2.0073 -3.5202 -0.5 -0.6 -0.2 0.096
H -2.8952 1.5526 -4.5314 0.5 -0.1 0.1 0.087
Sm 0.6413 1.3378 0.8946 4.0 -7.9 -0.2 1.743
C 4.0803 0.6308 0.7592 -0.6 -0.6 -0.4 -0.199
C 3.8363 -0.7256 1.1418 -0.2 0.6 -0.7 -0.173
C 3.2785 -1.3975 0.0230 0.0 0.2 0.0 -0.182
H 4.1267 -1.1777 2.0870 -0.2 0.1 -0.2 0.084
C 3.2041 -0.4866 -1.0698 -0.3 0.3 0.7 -0.218
C 3.6841 0.7777 -0.6071 -0.5 0.0 0.3 -0.228
H 3.8399 1.6690 -1.2193 0.0 -0.3 0.2 0.071
H 4.5998 1.3786 1.3407 -0.1 0.0 0.1 0.074
H 2.9923 -2.4537 -0.0137 0.2 0.4 0.0 0.078
H 2.9538 -0.7309 -2.0992 0.0 0.1 0.2 0.068
C 1.1624 3.5650 1.8363 -1.1 1.1 -0.4 -0.178
C 1.2592 3.5886 0.4095 -1.4 1.9 0.3 -0.219
C -0.0541 3.3245 -0.1403 -0.4 0.9 1.2 -0.227
H 2.1495 3.8366 -0.1587 -0.2 -0.1 0.1 0.115
C -0.9482 3.0159 0.9762 0.8 2.3 -0.1 -0.243
C -0.1759 3.1714 2.1897 -0.4 1.6 -1.1 -0.217
H -0.5431 3.0243 3.1964 0.1 0.0 -0.1 0.116
H 1.9035 3.9582 2.5421 -0.1 -0.9 -0.4 0.131
H -0.3324 3.2665 -1.1995 0.2 -0.1 0.5 0.112
H -1.9666 2.6360 0.8790 0.3 0.2 0.0 0.110
O -0.7000 -2.1987 -0.8618 -0.4 0.0 0.4 -0.245
C -0.0263 -1.9791 -2.1592 -1.3 0.3 1.3 -0.182
C 0.3329 -3.3733 -2.5539 0.1 -0.3 0.7 -0.136
H 0.7812 -1.2507 -1.9673 -0.1 -0.8 0.2 0.094
H -0.6523 -1.4653 -2.9094 -0.5 -0.3 0.4 0.102
C -0.7216 -4.2919 -1.8042 0.7 -0.6 0.3 -0.133
H 1.3411 -3.5182 -2.1723 0.0 -0.5 0.0 0.106
H 0.3741 -3.4737 -3.6300 -0.2 -0.4 -0.2 0.106
C -1.5133 -3.4648 -0.7672 1.3 1.8 -2.4 -0.122
H -0.2021 -4.9928 -1.1607 0.4 -0.5 -0.5 0.099
H -1.3248 -4.8621 -2.5092 -0.2 0.1 0.1 0.101
H -1.4594 -3.7806 0.2803 0.1 0.0 -0.4 0.121
H -2.5855 -3.3750 -1.0996 0.9 0.5 0.5 0.120
F 3.5102 1.7408 3.7037 -0.7 -0.9 0.5 0.040
C 2.5356 0.8134 4.0048 0.5 0.4 0.3 -0.228
C 1.3893 0.7835 3.2436 -0.7 -1.2 -0.8 -0.103
C 0.4652 -0.2040 3.5621 1.4 0.6 0.0 -0.225
F -0.4924 -0.5052 2.5616 0.1 0.5 0.8 -0.046
C 0.5406 -0.9583 4.7272 -0.8 -0.1 0.1 -0.144
F -0.5614 -1.6058 5.1788 0.7 -0.2 -0.2 0.088
C 1.7113 -0.9095 5.4842 0.0 0.3 0.5 -0.109
F 1.7864 -1.5518 6.6846 0.0 0.4 -1.2 0.094
C 2.7599 -0.0703 5.0699 0.4 0.4 0.3 -0.109
F 3.9311 -0.0579 5.7778 -1.2 0.0 -0.7 0.086
```
Forces are in eV/Å.

***

# 3
Below is a molecular structure, C25H28F5O3W, with properties calculated with ωB97M-V/def2-TZVPD.

Output
- M (g/mol) = 655.33
- orbital gap (alpha / beta) (eV) = 8.05 / 4.87
- E_tot (Eh) = -1761.16476
- HOMO energy (alpha / beta) (eV) = -10.34 / -10.11
- total charge = +1
- spin multiplicity = 3
- LUMO energy (alpha / beta) (eV) = -2.3 / -5.2

XYZ file:
```
62
Properties=species:S:1:pos:R:3:forces:R:3:lowdin_charge:R:1
O -1.1099 2.4909 -3.4820 0.4 0.8 0.1 -0.115
C -0.0104 3.4456 -3.6152 0.2 -0.3 -0.2 -0.150
C -0.8630 4.6508 -3.2055 -0.3 -1.1 -0.1 -0.063
H 0.3547 3.4876 -4.6535 0.0 -0.2 0.4 0.122
H 0.8024 3.2071 -2.9151 -0.1 0.0 -0.3 0.098
C -2.0051 3.5880 -3.1210 -0.2 0.7 0.0 -0.567
H -1.0022 5.3923 -3.9906 0.0 0.1 0.2 0.114
H -0.5885 5.0824 -2.2460 0.0 0.2 -0.1 0.110
C -3.0796 3.7817 -4.1758 -0.1 -0.2 0.2 -0.019
H -2.6396 3.8549 -5.1742 0.0 0.0 0.1 0.093
H -3.6427 4.6982 -3.9682 0.1 -0.1 0.0 0.096
H -3.7772 2.9371 -4.1509 0.1 0.1 -0.1 0.089
C -2.5958 3.4126 -1.7375 -0.2 0.0 0.0 -0.023
H -1.8386 3.1018 -1.0076 0.0 0.1 -0.2 0.066
H -3.3923 2.6619 -1.7724 0.1 0.0 0.1 0.083
H -3.0375 4.3624 -1.4052 0.1 -0.2 -0.1 0.100
W 0.1424 -0.0568 0.6339 2.1 1.8 -0.6 1.452
C 0.9636 1.5336 2.1537 0.3 0.1 -0.8 -0.171
C 2.0528 0.6231 1.9741 -0.1 -0.2 -0.5 -0.150
C 2.4731 0.6860 0.6033 -1.0 0.2 0.2 -0.145
H 2.5215 0.0357 2.7610 -0.3 0.2 -0.4 0.106
C 1.6279 1.6310 -0.0818 -0.3 0.4 1.3 -0.171
C 0.6911 2.1658 0.8825 0.9 -0.1 -0.6 -0.182
H -0.0072 2.9799 0.6966 0.2 -0.4 0.0 0.113
H 0.5162 1.7990 3.1112 0.0 -0.3 -0.4 0.132
H 3.3241 0.1629 0.1714 -0.4 0.0 0.1 0.119
H 1.7255 1.9589 -1.1143 -0.2 -0.3 0.3 0.108
C -1.1796 -0.6165 2.4441 -0.5 -0.7 -0.3 -0.165
C -1.7360 0.5312 1.7978 -0.3 -0.7 -0.3 -0.166
C -2.0216 0.1892 0.4322 -0.8 0.1 -0.7 -0.204
H -1.9990 1.4751 2.2766 0.5 -0.3 -0.3 0.136
C -1.6700 -1.2062 0.2486 -0.4 0.1 1.2 -0.217
C -1.1409 -1.6907 1.5008 -0.6 -0.6 0.2 -0.191
H -0.8370 -2.7165 1.6975 0.0 0.4 0.1 0.115
H -0.9306 -0.7038 3.5006 0.3 0.1 -0.5 0.125
H -2.5211 0.8135 -0.3075 0.1 -0.2 0.4 0.101
H -1.8861 -1.8081 -0.6287 0.3 0.2 0.2 0.122
O 0.5971 -0.7422 -1.5531 -0.1 -0.3 -0.5 -0.308
C -0.2141 -0.6476 -2.8038 -0.3 0.1 0.5 -0.110
C 0.4098 -1.5869 -3.8324 0.0 0.5 -0.1 -0.138
H -0.2281 0.3955 -3.1271 0.0 -0.1 0.3 0.106
H -1.2327 -0.9648 -2.5546 0.1 0.1 0.0 0.114
C 1.3091 -2.5292 -3.0453 0.3 -0.4 0.4 -0.138
H 0.9899 -1.0059 -4.5571 -0.1 -0.2 0.1 0.120
H -0.3736 -2.1229 -4.3803 0.2 0.2 0.1 0.124
C 1.3247 -2.0116 -1.6012 -0.2 -0.1 0.3 -0.160
H 2.3265 -2.5504 -3.4449 -0.2 0.0 0.0 0.118
H 0.9188 -3.5522 -3.0508 0.2 0.2 -0.1 0.119
H 2.3306 -1.8194 -1.2160 -0.2 0.0 0.0 0.117
H 0.8033 -2.7048 -0.9312 0.2 0.0 0.0 0.115
F 1.8768 -5.7408 7.1045 -0.2 1.0 -1.1 0.160
C 1.7428 -4.8049 6.1489 0.2 -0.9 0.9 -0.078
C 1.5066 -3.4749 6.5074 -0.2 0.9 1.0 -0.110
F 1.4019 -3.1451 7.8138 0.1 -0.4 -1.1 0.133
C 1.3816 -2.5119 5.5344 -0.2 0.7 0.6 -0.089
F 1.1262 -1.2298 5.8617 0.3 -1.2 -0.2 0.130
C 1.5119 -2.8251 4.1336 -0.2 0.7 -0.9 -0.253
O 1.4410 -1.9455 3.2404 0.1 -1.0 1.0 0.064
C 1.7113 -4.2202 3.8212 0.1 -0.5 -0.7 -0.091
F 1.7687 -4.5660 2.5215 0.0 0.3 1.1 0.131
C 1.8364 -5.1713 4.8025 0.2 -1.0 -0.8 -0.113
F 2.0494 -6.4634 4.4751 -0.2 1.0 0.4 0.134
```
Forces are in eV/Å.

***

- The lowest E_tot belongs to which entry?
  C25H28F5O2Sm

***

- E_tot of number 3 (C25H28F5O3W)?
  -1761.16476 Eh

***

- The highest M belongs to which entry?
  C25H28F5O3W

***

- Which formula does entry 3 have?
  C25H28F5O3W